{"formula": "C17H25Cl2F12N5O7PS", "method": "ωB97M-V/def2-TZVPD", "symbols": ["C", "P", "O", "N", "C", "C", "C", "F", "F", "C", "F", "F", "C", "F", "F", "C", "F", "F", "F", "C", "N", "C", "O", "C", "Cl", "C", "C", "C", "C", "N", "C", "N", "N", "O", "C", "O", "Cl", "S", "O", "O", "C", "F", "F", "F", "H", "H", "H", "H", "H", "H", "H", "H", "H", "H", "H", "H", "H", "H", "H", "H", "H", "H", "H", "H", "H", "H", "O", "H", "H", "H"], "positions_angstrom": [[2.298086, -2.988912, 2.923190], [0.508985, -2.546663, 2.267155], [-0.208926, -4.166478, 2.125314], [0.766235, -1.711088, 0.804286], [1.545494, -0.452381, 1.009627], [3.165140, -0.573143, 0.606157], [3.737439, 0.968909, 0.519928], [3.543772, 1.642239, 1.842918], [3.024494, 1.704576, -0.586559], [5.349506, 1.045415, 0.113070], [6.082366, 0.890849, 1.425497], [5.743614, -0.108960, -0.776687], [5.755148, 2.506257, -0.520874], [5.092519, 3.632189, 0.234775], [5.439500, 2.623919, -1.991517], [7.388515, 2.841334, -0.412930], [8.240228, 1.632255, -0.525611], [7.689757, 3.701148, -1.615658], [7.640159, 3.663462, 0.792867], [-0.098220, -1.796941, -0.387175], [0.730316, -1.132724, -1.457400], [0.265143, -0.053676, -2.072029], [-0.205359, 1.132897, -2.525795], [-1.662536, -1.291247, -0.242347], [-2.659670, -2.329943, 1.009038], [-1.848668, 0.188877, 0.429731], [-3.333772, 0.522765, 1.030963], [-3.761689, 2.099884, 1.044857], [-2.577106, 3.192573, 1.219236], [-2.907940, 4.539124, 0.540441], [-3.003453, 4.376560, -0.968211], [-4.212729, 4.727516, -1.581331], [-1.933544, 3.816955, -1.878336], [-2.354698, -1.620720, -1.452283], [-3.165556, -0.714002, -2.146975], [-2.582562, -0.473805, -3.510174], [-4.801069, -1.593749, -2.525926], [0.033776, -3.588162, -1.076029], [-1.216963, -4.444374, -0.891987], [1.352007, -4.214481, -0.473588], [0.368358, -3.575043, -2.960304], [-0.550854, -2.684682, -3.705679], [0.062258, -4.974604, -3.437930], [1.822702, -3.316606, -3.242255], [2.152465, -3.749800, 3.800542], [2.929240, -3.408615, 2.016779], [2.738050, -1.973512, 3.336997], [-1.033228, -4.215532, 2.725948], [1.563761, -0.247487, 2.186899], [1.049784, 0.532152, 0.554928], [3.782862, -1.182020, 1.392691], [3.194915, -1.052534, -0.468402], [-1.610759, 1.068759, -0.341552], [-1.088331, 0.379823, 1.330373], [-3.343833, 0.164754, 2.169956], [-4.224672, -0.041157, 0.468493], [-4.468924, 2.263646, 0.097314], [-4.494111, 2.235917, 1.978724], [-2.445531, 3.470886, 2.371960], [-1.518293, 2.904364, 0.827561], [-2.087622, 5.190438, 0.684165], [-4.137739, 4.564570, -2.626407], [-0.967578, 3.980825, -1.514304], [-2.144011, 2.773969, -1.918339], [-3.474901, 0.318112, -1.742368], [-2.527471, 0.540831, -3.581138], [-5.553735, -3.974796, 2.524583], [-5.945848, -4.739012, 2.030352], [-6.199989, -3.228293, 2.609208], [-4.704704, -3.673604, 2.111580]], "atomic_forces_ev_per_a": [[-0.02, 0.20, -1.00], [-0.75, -1.93, 4.27], [-0.08, 1.79, 0.45], [-0.79, 0.45, -2.97], [1.34, 1.34, 1.76], [-1.02, 1.06, -0.77], [-0.39, -0.29, -0.11], [0.41, -1.64, -4.25], [1.78, -1.79, 3.41], [0.53, -1.24, 1.43], [-1.99, 0.46, -4.34], [-1.38, 4.11, 2.95], [0.35, 2.13, -1.24], [1.78, -4.06, -2.65], [0.54, -0.69, 5.19], [1.51, 1.61, -1.20], [-3.02, 4.42, 0.79], [-0.66, -2.92, 4.39], [-0.44, -3.37, -4.25], [1.21, 0.92, 0.49], [-3.54, 5.69, -3.04], [-2.02, 3.98, 0.22], [4.16, -9.65, 3.37], [-1.22, 0.74, 0.35], [0.98, -0.27, -0.10], [0.26, 1.80, -0.17], [-0.71, -0.29, 1.07], [-1.01, -0.04, 0.14], [0.63, 0.98, 0.63], [1.09, -0.91, -2.09], [-4.66, 1.21, -2.80], [5.38, -1.89, 2.32], [-0.99, -0.71, 2.24], [0.89, 1.74, 0.60], [-0.70, 0.85, -3.32], [-0.77, 1.68, 3.06], [1.52, 0.74, 0.79], [1.30, -7.13, 3.25], [3.60, 3.52, -0.91], [-4.94, 3.17, -2.60], [0.53, -1.13, -4.08], [3.51, -2.86, 2.48], [1.23, 5.09, 1.78], [-5.49, -0.67, 0.77], [0.32, 1.44, -1.83], [-1.04, 0.67, 2.11], [-0.79, -2.16, -0.81], [2.07, 0.65, -1.49], [-0.32, -0.42, -2.39], [1.11, -2.42, 0.73], [-1.23, 1.27, -1.61], [0.33, 1.00, 2.22], [-0.30, -2.17, 1.31], [-1.52, -0.94, -2.12], [0.05, 0.58, -2.63], [2.17, 1.05, 1.19], [1.89, 0.14, 1.89], [1.59, -0.28, -2.14], [-0.31, -0.77, -2.53], [-1.87, -0.24, 0.72], [-1.17, -0.96, 0.06], [0.38, 0.23, 1.48], [-1.11, -0.47, -0.27], [0.82, 1.76, -0.03], [0.81, -1.97, 0.18], [-0.03, -2.26, -0.07], [-0.28, 0.08, -0.29], [0.22, 0.37, 0.20], [0.35, -0.37, -0.08], [-0.11, 0.02, -0.08]], "largest_force_ev_per_a": 11.03, "lumo_ha": -0.194, "total_charge": 1}

{"formula": "C20H48N5O6", "method": "ωB97M-V/def2-TZVPD", "symbols": ["N", "H", "H", "H", "H", "N", "H", "H", "H", "H", "N", "H", "H", "H", "H", "C", "C", "C", "O", "C", "C", "C", "O", "O", "O", "H", "H", "O", "C", "C", "O", "H", "H", "H", "H", "C", "C", "N", "C", "C", "C", "C", "H", "H", "H", "H", "H", "H", "H", "H", "H", "H", "H", "H", "H", "H", "H", "C", "C", "N", "C", "C", "C", "C", "H", "H", "H", "H", "H", "H", "H", "H", "H", "H", "H", "H", "H", "H", "H"], "positions_angstrom": [[-2.633949, 0.803865, -1.987185], [-2.096909, 0.162435, -1.421265], [-3.599229, 0.731585, -1.698915], [-2.544939, 0.472125, -2.936985], [-2.282329, 1.749705, -1.944005], [2.652281, -2.768745, -4.505975], [1.959471, -2.741485, -3.771565], [2.890451, -1.872125, -4.905305], [2.307971, -3.346235, -5.259665], [3.458591, -3.164355, -4.043965], [0.874711, -0.079745, -1.284435], [0.737541, 0.740645, -1.857365], [0.968721, -0.888695, -1.881825], [0.004371, -0.254225, -0.802595], [1.672141, 0.112995, -0.695325], [-1.025369, -0.405545, -6.325385], [0.257491, -0.417975, -6.838235], [1.451481, -0.051265, -5.973855], [2.673371, -0.310155, -6.265805], [1.230131, 0.498905, -4.737355], [-0.073179, 0.810575, -4.229785], [-1.290069, 0.093775, -4.985615], [-2.328529, -0.241775, -4.384605], [-0.184149, 1.512125, -3.213565], [0.258461, -0.893565, -8.026495], [-1.900409, -0.687155, -6.892305], [2.073441, 0.840125, -4.155285], [-1.463669, -1.234575, -0.447625], [-1.385509, -2.595335, -0.859815], [-0.016649, -3.223995, -1.405795], [0.601291, -2.744025, -2.628165], [-2.143069, -2.753505, -1.627395], [-1.766419, -3.175445, -0.019295], [-0.205649, -4.291655, -1.517545], [0.726441, -3.178175, -0.609675], [2.709091, 2.695855, 2.281965], [1.939581, 1.894495, 1.205435], [2.816301, 1.030975, 0.434825], [3.480261, 0.018655, 1.219445], [2.457191, -0.901615, 1.903685], [3.743081, 1.871145, -0.368755], [4.204461, 1.168835, -1.627295], [3.345381, 3.451615, 1.821475], [3.295861, 2.126215, 3.002595], [2.091401, 3.246015, 2.991805], [1.175601, 1.310275, 1.718385], [1.440211, 2.595975, 0.537115], [4.164691, 0.434365, 1.958935], [4.029701, -0.625395, 0.532845], [1.685581, -1.216015, 1.200935], [2.021381, -0.467015, 2.803285], [3.015721, -1.768385, 2.257025], [3.296211, 2.796345, -0.732615], [4.565761, 2.201855, 0.265235], [4.727701, 1.908835, -2.232865], [4.867241, 0.333005, -1.403195], [3.376541, 0.791365, -2.227435], [-3.826279, 2.345005, 5.516675], [-3.730299, 1.739425, 4.164905], [-3.182199, 0.392725, 4.301755], [-2.559569, -0.120155, 3.060855], [-1.101439, 0.412195, 2.870295], [-4.142099, -0.583695, 4.925175], [-3.404419, -1.626315, 5.734205], [-2.948199, 2.148195, 6.131775], [-4.633289, 1.868515, 6.073275], [-4.034999, 3.407925, 5.395355], [-4.681439, 1.730685, 3.632595], [-3.034189, 2.372275, 3.614425], [-2.515599, -1.207505, 2.998905], [-3.114569, 0.119885, 2.153955], [-1.076889, 1.501285, 2.907495], [-0.450309, -0.004435, 3.638765], [-0.672069, 0.076745, 1.926245], [-4.776859, -0.958115, 4.122055], [-4.841179, -0.150535, 5.640545], [-2.707349, -2.215185, 5.138035], [-4.071539, -2.329195, 6.233215], [-2.802529, -1.026235, 6.416645]], "atomic_forces_ev_per_a": [[-1.13, 1.38, 0.97], [1.07, -1.74, 1.34], [-0.17, 0.11, 0.14], [0.33, -0.86, -2.27], [0.15, 0.12, -0.01], [1.04, -0.56, -0.48], [-2.36, 0.38, 1.73], [-0.11, 1.29, -0.50], [-0.04, -0.28, -0.15], [0.33, -0.30, -0.30], [0.57, 0.75, -0.40], [-0.28, 0.51, -0.90], [0.10, -1.44, -0.94], [-1.54, -1.00, 1.08], [0.48, -0.08, 0.69], [-0.89, 2.54, 4.10], [-1.64, -1.64, -3.59], [2.50, -0.80, -0.12], [-1.23, -0.57, -0.63], [-2.23, 0.90, 1.07], [1.03, -1.16, -1.53], [1.50, -1.56, -1.69], [-0.63, 1.24, 0.90], [-1.24, 0.50, 0.84], [2.40, 0.76, 1.16], [0.29, -0.36, -0.13], [0.17, 0.10, -0.02], [0.82, 0.40, -0.41], [0.27, 1.20, -0.65], [0.25, 0.89, -1.03], [-0.35, 0.43, 1.26], [-0.07, -0.18, -0.62], [0.46, -0.75, 0.37], [-0.39, -0.43, -0.01], [0.25, 0.23, 0.68], [-0.16, 0.63, 0.38], [0.29, 0.27, 1.48], [0.05, 1.39, -0.87], [-0.67, -0.75, -0.04], [0.74, 0.07, 0.26], [-0.22, -0.62, -0.02], [0.44, -0.10, 0.06], [0.20, -0.09, 0.02], [0.27, -0.51, -0.50], [-0.67, 0.14, -0.40], [-0.04, -0.11, -0.26], [-0.03, -0.10, -0.09], [0.31, 0.07, 0.08], [0.30, 0.19, -0.04], [-0.07, -0.07, 0.15], [-0.21, 0.17, -0.17], [-0.16, -0.24, -0.09], [-0.69, -0.05, 0.45], [0.45, -0.10, -0.04], [0.21, -0.22, -0.14], [0.11, 0.00, -0.13], [-0.09, 0.09, 0.11], [-0.92, 0.28, 0.91], [1.03, -0.88, -0.12], [-0.15, -0.91, 0.09], [0.94, 0.39, -0.22], [-0.70, -0.52, 0.23], [0.32, 0.52, -0.91], [0.51, 0.02, -0.50], [0.29, 0.31, -0.36], [-0.26, 0.32, 0.10], [0.01, 0.10, 0.46], [-0.35, 0.16, -0.14], [0.09, -0.32, -0.42], [-0.07, -0.07, 0.58], [-0.40, 0.38, -0.09], [0.07, 0.05, 0.08], [-0.06, 0.19, 0.29], [-0.40, -0.04, -0.25], [-0.12, -0.57, -0.10], [0.17, 0.74, -0.21], [0.00, 0.01, -0.13], [-0.03, 0.18, 0.18], [-0.01, -0.41, 0.43]], "largest_force_ev_per_a": 4.91, "lumo_ha": 0.085, "relative_energy_kcal_mol": 36.3, "total_charge": -1}

{"formula": "C4H8O2", "method": "ωB97M-V/def2-TZVPD", "symbols": ["C", "C", "C", "C", "O", "H", "H", "H", "H", "H", "H", "O", "H", "H"], "positions_angstrom": [[-1.703911, -1.470002, 0.432547], [-0.504655, -0.928352, 0.441700], [-0.096914, 0.477537, 0.329871], [1.003128, 0.900540, 0.955916], [1.319454, 2.229791, 1.073703], [-1.996546, -2.504938, 0.502202], [-2.635376, -0.913053, 0.574300], [0.355391, -1.618679, 0.466882], [-0.770140, 1.176840, -0.153794], [1.793717, 0.332741, 1.443344], [0.650370, 2.748472, 0.631148], [0.997446, 0.222065, -2.140242], [0.924363, -0.559031, -1.583341], [0.663674, -0.093932, -2.974236]], "atomic_forces_ev_per_a": [[-2.07, 0.29, 0.70], [1.55, -0.57, -0.62], [-0.33, -0.61, 1.26], [-0.01, 1.22, -0.11], [0.46, -0.54, 0.02], [0.95, -0.48, -0.08], [0.45, 0.59, -0.53], [-0.33, 0.12, 0.09], [0.05, 0.07, 0.14], [-0.51, -0.35, -0.15], [-0.30, 0.26, -0.20], [0.19, -0.11, -0.03], [0.05, 0.12, 0.20], [-0.13, -0.01, -0.68]], "largest_force_ev_per_a": 2.21, "lumo_ha": 0.034, "relative_energy_kcal_mol": 55.6, "smiles": "C=C/C=C/O.O"}